Record 1
DFT (wB97M-V/def2-TZVPD) results for a molecular structure, C35H92N6Na3O13P in a non-equilibrium geometry.

```
150
Properties=species:S:1:pos:R:3:forces:R:3:mulliken_charge:R:1
Na 2.394 -0.189 0.385 0.33 -0.26 0.03 0.439
Na -2.972 -0.208 0.671 0.20 -0.21 -0.43 0.749
Na -0.121 2.795 -1.949 -0.34 -0.13 0.70 0.719
P -0.380 0.576 0.168 -0.06 0.40 -1.35 -0.783
O -1.169 1.142 1.403 0.93 -0.90 -0.19 0.614
O -1.394 0.627 -1.003 0.19 -0.21 0.30 -0.559
O 0.128 -0.889 0.405 -0.42 1.25 -0.16 0.711
O 0.844 1.454 -0.262 -0.50 -0.49 0.69 -0.118
C 0.885 6.068 2.031 -0.18 0.36 0.87 -1.497
C 1.356 4.646 1.802 -0.25 -0.41 -1.26 0.308
C 1.143 3.766 3.028 0.09 1.70 0.23 0.166
O 1.883 4.358 4.116 0.04 -1.52 -0.50 -0.496
C 2.053 3.424 5.174 0.37 1.06 0.27 -0.540
N 0.545 4.117 0.668 -0.39 -0.10 0.85 -0.246
H 1.195 6.418 3.019 0.21 0.10 -0.17 0.334
H -0.209 6.096 2.057 -0.01 -0.23 -0.07 0.249
H 1.172 6.800 1.278 0.29 -0.25 -0.13 0.383
H 2.404 4.575 1.494 0.07 0.31 0.23 0.330
H 1.407 2.733 2.791 0.17 -0.11 0.31 -0.142
H 0.080 3.845 3.282 -0.20 -0.43 0.03 0.320
H 2.738 3.914 5.870 -0.09 -0.12 0.10 0.337
H 2.525 2.489 4.865 -0.23 -0.10 -0.21 0.076
H 1.106 3.260 5.693 -0.08 -0.31 -0.02 0.261
H -0.351 3.983 1.145 -0.43 0.33 -0.70 0.168
H 0.767 3.143 0.468 0.56 -0.10 0.11 0.029
C 4.562 3.835 -0.902 0.61 0.46 -0.39 -1.621
C 4.557 2.373 -0.540 0.06 -1.53 -0.24 0.371
C 4.458 2.095 0.951 -0.51 -0.68 0.70 -0.408
O 4.670 0.696 1.285 -0.28 0.93 -0.52 -0.236
C 4.695 0.525 2.701 0.28 -0.98 -0.62 -0.765
N 3.506 1.632 -1.281 0.04 0.06 0.88 0.335
H 3.696 4.399 -0.549 0.04 -0.15 0.34 0.240
H 4.538 3.937 -1.991 0.03 -0.14 -0.02 0.417
H 5.498 4.314 -0.603 -0.20 0.15 0.27 0.464
H 5.483 1.850 -0.810 0.23 0.58 -0.28 0.272
H 3.449 2.332 1.319 0.00 0.37 0.02 -0.099
H 5.189 2.647 1.546 0.00 0.43 -0.29 0.621
H 3.774 0.877 3.161 0.01 0.14 0.15 0.168
H 5.602 0.931 3.152 -0.08 0.47 -0.03 0.434
H 4.767 -0.556 2.821 -0.22 -0.03 0.24 0.144
H 2.607 1.790 -0.829 -0.20 0.14 -0.21 -0.728
H 3.428 1.997 -2.221 0.12 -0.11 -0.08 0.334
C 2.544 -2.429 4.491 -0.06 -0.23 0.13 -1.634
C 1.689 -2.403 3.212 0.22 0.71 1.76 1.025
C 0.367 -3.123 3.497 0.08 0.07 -1.07 -0.071
O 0.688 -4.485 3.690 -0.12 0.05 -0.10 -0.372
C -0.424 -5.300 3.868 -0.62 -0.90 0.52 -0.647
N 1.526 -1.006 2.816 -0.52 0.51 -0.61 0.949
H 2.757 -3.457 4.784 0.17 0.03 -0.07 0.423
H 2.015 -1.982 5.339 -0.26 0.05 -0.16 0.259
H 3.468 -1.855 4.407 0.08 -0.16 -0.29 0.278
H 2.229 -2.921 2.421 -0.20 -0.18 -0.11 -0.595
H -0.276 -2.999 2.611 -0.04 -0.15 0.00 -0.007
H -0.211 -2.712 4.335 0.35 0.09 0.18 0.280
H -0.983 -5.087 4.792 0.18 0.24 0.04 0.318
H -0.076 -6.332 3.957 0.11 0.10 -0.04 0.301
H -1.178 -5.297 3.069 0.32 0.38 -0.30 0.116
H 0.803 -0.969 2.093 0.26 -0.32 -0.29 -1.033
H 1.022 -0.458 3.513 0.38 -0.35 0.55 0.073
C -2.396 -1.182 -4.546 0.22 0.51 -0.38 -1.020
C -3.630 -1.400 -3.675 1.25 0.07 0.41 1.106
C -4.124 -2.833 -3.775 -0.62 0.25 0.29 -0.810
O -4.583 -3.085 -5.092 0.03 -0.08 0.19 -0.399
C -5.969 -2.937 -5.238 -0.75 -1.16 -0.65 -0.642
N -3.312 -1.086 -2.281 -1.05 -0.29 0.21 -0.361
H -2.597 -1.363 -5.604 0.03 -0.12 0.03 0.566
H -1.521 -1.753 -4.227 -0.26 -0.40 0.08 -0.091
H -2.055 -0.144 -4.451 -0.22 0.08 -0.05 0.249
H -4.416 -0.735 -4.042 -0.15 -0.08 0.09 -0.355
H -4.919 -2.989 -3.032 -0.23 0.15 -0.19 0.547
H -3.386 -3.588 -3.484 0.43 0.23 -0.41 0.155
H -6.373 -1.923 -5.293 0.36 0.21 0.39 0.195
H -6.507 -3.548 -4.503 0.02 0.42 0.38 0.314
H -6.269 -3.425 -6.173 0.35 0.22 -0.16 0.312
H -2.650 -0.332 -2.131 0.23 -0.11 -0.25 -0.035
H -2.942 -1.904 -1.814 0.22 0.14 0.07 0.126
C -4.385 4.772 -1.743 -0.16 -0.56 0.17 -1.552
C -3.944 3.313 -1.751 0.82 -0.58 -0.76 0.545
C -3.945 2.706 -3.154 -0.69 0.65 -0.19 -0.039
O -5.290 2.580 -3.594 -0.10 -0.37 0.61 -0.347
C -5.397 2.110 -4.901 -0.58 -0.46 -0.51 -0.526
N -2.554 3.228 -1.229 -0.42 -0.35 0.14 -0.405
H -5.432 4.891 -2.021 0.00 -0.09 -0.04 0.339
H -3.765 5.322 -2.451 0.06 0.15 0.12 0.345
H -4.248 5.154 -0.732 0.04 0.25 -0.05 0.385
H -4.567 2.666 -1.122 -0.39 0.25 -0.09 0.315
H -3.416 1.748 -3.179 -0.07 -0.12 0.06 -0.110
H -3.467 3.404 -3.857 0.41 -0.05 0.10 0.360
H -5.185 1.037 -5.031 0.82 0.22 0.24 0.094
H -4.792 2.745 -5.559 -0.07 -0.30 -0.28 0.318
H -6.446 2.102 -5.216 0.03 0.74 0.18 0.258
H -2.742 3.337 -0.236 0.69 0.79 0.29 0.424
H -2.268 2.238 -1.187 -0.31 -0.06 -0.43 -0.097
C 3.778 -4.586 -1.294 0.50 0.29 0.40 -1.829
C 3.945 -3.052 -1.281 -1.31 -0.35 0.07 1.635
C 5.004 -2.641 -2.305 0.18 -0.85 -0.09 -1.074
C 4.508 -2.664 -3.747 -0.25 0.31 0.86 -0.906
C 3.323 -1.715 -3.859 0.35 0.63 -0.43 -1.107
C 2.154 -2.054 -2.901 0.66 -2.24 -0.51 1.973
N 2.667 -2.333 -1.513 0.25 2.11 -1.38 1.189
O 1.626 -2.823 -0.685 0.06 -0.27 -0.39 -0.247
C 1.116 -0.966 -2.906 -0.35 0.54 1.13 -1.485
C 1.504 -3.338 -3.443 -0.91 -0.53 -0.24 -1.782
C 4.312 -2.541 0.090 0.02 -0.21 0.58 -1.493
H 2.986 -4.956 -0.645 -0.26 0.26 -0.18 0.163
H 4.700 -4.995 -0.870 0.05 -0.17 -0.28 0.557
H 3.648 -4.936 -2.315 -0.05 -0.24 0.07 0.389
H 5.442 -1.700 -1.971 -0.04 0.21 -0.46 0.276
H 5.787 -3.406 -2.283 0.17 0.17 0.51 0.431
H 4.185 -3.674 -4.005 -0.03 -0.04 0.11 0.354
H 5.345 -2.482 -4.422 -0.18 0.50 -0.11 0.474
H 3.031 -1.710 -4.915 -0.72 -0.15 0.19 0.393
H 3.611 -0.670 -3.697 0.32 -0.08 0.35 0.317
H 0.742 -0.770 -3.908 0.02 -0.04 -0.05 0.866
H 0.278 -1.238 -2.255 -0.21 -0.12 -0.40 -0.048
H 1.461 -0.037 -2.437 0.36 -0.01 -0.29 -0.520
H 2.217 -4.085 -3.790 0.08 0.19 -0.17 0.378
H 0.881 -3.873 -2.721 0.18 0.34 0.34 0.048
H 0.799 -3.113 -4.249 0.30 0.06 -0.24 0.526
H 3.465 -2.728 0.751 0.14 -0.23 0.15 -0.158
H 4.409 -1.457 0.033 0.60 -0.07 0.04 0.352
H 5.195 -3.035 0.502 0.08 0.25 0.02 0.597
H 1.057 -2.033 -0.576 0.00 -0.23 0.54 -0.157
C -1.018 -0.056 6.164 0.62 0.67 0.22 -1.340
C -1.387 0.719 4.926 0.63 0.39 -0.84 0.449
O -1.169 -0.092 3.776 -0.76 0.16 -0.32 -0.184
H 0.029 -0.366 6.113 -0.11 -0.31 -0.22 0.161
H -1.660 -0.915 6.338 -0.04 0.00 0.02 0.306
H -1.024 0.631 7.016 -0.41 -0.18 0.12 0.464
H -0.742 1.590 4.769 0.20 0.18 0.58 -0.212
H -2.387 1.163 5.006 -0.26 -0.48 -0.14 0.277
H -1.163 0.465 2.939 0.07 -0.42 0.65 0.037
C -4.568 4.077 2.693 -0.16 -0.93 1.27 -1.383
C -3.327 3.208 2.897 0.18 1.01 -0.24 -0.054
O -2.641 3.238 1.647 0.27 -0.60 0.66 -0.547
H -5.257 3.941 3.535 0.07 0.02 0.01 0.439
H -5.113 3.741 1.815 0.12 0.41 -0.29 0.265
H -4.281 5.125 2.720 -0.10 0.06 -0.60 0.315
H -3.515 2.202 3.287 -0.32 -0.19 -0.52 0.224
H -2.715 3.664 3.687 0.13 0.08 -0.08 0.180
H -1.967 2.494 1.607 -0.36 0.28 -0.03 -0.231
C -2.722 -4.771 -0.584 -0.18 -0.01 1.09 -1.589
C -1.599 -3.808 -0.871 0.48 0.26 -0.47 0.819
O -1.791 -2.566 -0.209 -0.49 -0.22 0.19 -0.747
H -2.683 -5.637 -1.240 -0.01 -0.04 0.02 0.411
H -3.723 -4.334 -0.600 0.12 0.28 -0.58 0.296
H -2.647 -5.088 0.462 0.19 -0.30 -0.12 0.290
H -1.501 -3.662 -1.955 -0.22 0.25 -0.13 -0.248
H -0.624 -4.215 -0.595 -0.08 -0.24 0.25 0.264
H -0.948 -2.066 -0.107 -0.11 0.01 0.11 -0.360
```
Positions in Å, forces in eV/Å.

Properties
orbital gap	7.56	eV
highest occupied orbital energy	-0.293	Ha
DFT total energy	-95889.3954	eV
max |F|	0.0492	Eh/bohr

=====

Record 2
DFT (wB97M-V/def2-TZVPD) results for 13 unconnected molecules or ions with the total composition C35H94BClIN3O20P3 in a non-equilibrium geometry.

```
158
Properties=species:S:1:pos:R:3:forces:R:3:mulliken_charge:R:1
C -4.651 -1.333 -4.203 -0.18 0.60 0.06 -0.970
B -4.661 -2.120 -2.717 -1.31 -1.63 -2.67 1.288
O -5.257 -3.496 -2.868 2.74 2.11 -0.37 -0.682
C -4.228 -1.422 -1.325 -0.14 1.41 1.39 -1.696
C -3.497 0.085 -1.484 -1.90 -1.22 -0.37 0.255
C -2.094 0.006 -2.207 1.05 -0.11 -2.36 -0.431
C -1.071 1.269 -2.250 0.97 -0.71 -1.15 0.664
C -0.070 1.009 -3.567 0.54 -0.26 0.63 -0.631
C 1.491 0.903 -3.006 -0.95 -0.82 -1.24 -0.722
N 2.082 2.305 -2.970 1.88 -1.75 -0.56 0.423
C 3.199 2.361 -1.926 0.80 1.18 -0.05 -0.944
C 2.690 2.510 -4.346 -2.25 2.91 -3.78 0.215
C 4.197 1.969 -4.711 -0.75 0.02 -0.71 -0.587
O 1.995 3.176 -5.273 3.88 -4.09 5.54 -0.615
C -3.791 0.744 -0.029 -0.59 -0.49 -0.75 -0.429
P -3.186 2.516 0.364 -0.27 1.54 0.52 0.287
C -3.743 3.503 -1.235 0.54 0.58 -1.13 -0.859
O -1.499 2.773 0.421 -0.65 -1.43 -0.70 -0.484
C -3.734 -0.327 1.259 -3.37 0.69 -1.04 -0.677
C -3.707 0.292 2.725 -0.86 -0.38 2.15 -0.321
C -2.357 0.615 3.534 3.99 5.17 0.70 -0.123
O -1.743 1.803 3.279 -3.22 -6.79 0.60 -0.658
N -1.740 -0.210 4.635 -1.91 2.17 -1.38 0.828
C -0.503 0.390 5.243 1.49 -0.66 1.30 -0.308
C -2.725 -0.720 5.652 -2.12 -1.33 -0.12 -0.580
N -2.868 -1.576 0.964 -0.23 0.03 1.61 1.132
C -1.424 -1.231 0.889 3.03 2.05 1.20 0.707
C -0.460 -1.769 2.133 7.18 4.44 0.55 0.043
O 0.715 -1.087 2.251 -8.38 -4.78 -0.99 -0.583
Cl -0.763 -3.109 3.335 -0.42 1.73 -1.96 -0.054
C -3.499 -2.377 -0.160 -3.09 -1.85 -1.55 0.956
C -4.722 -3.398 0.290 -1.51 -0.87 -0.01 -1.503
C -4.710 -4.072 1.747 -0.16 -1.49 0.05 -0.392
C -5.109 -5.695 1.711 0.42 0.25 1.04 -1.031
I -6.351 -3.127 2.928 1.00 -0.24 -0.29 0.088
P -2.322 -3.536 -1.139 0.92 0.63 -1.08 -0.290
P -1.097 -4.846 0.096 6.38 -2.91 1.70 1.062
O 0.384 -4.281 0.392 -6.42 -1.28 -0.66 -0.618
O -1.875 -5.539 1.486 0.90 0.04 -2.61 -0.462
O -0.748 -6.258 -0.937 -3.25 3.14 0.28 -0.529
H -5.386 -1.836 -4.958 1.34 0.82 1.43 0.349
H -3.580 -1.361 -4.681 -1.99 0.25 0.86 0.304
H -5.018 -0.202 -4.100 1.04 -2.36 -0.32 0.218
H -4.972 -3.824 -3.782 -1.05 0.83 1.67 0.314
H -5.286 -1.094 -0.863 2.03 -0.93 -0.87 0.153
H -4.233 0.642 -2.254 1.78 -1.10 1.92 0.577
H -2.339 -0.123 -3.378 0.20 0.14 2.72 0.106
H -1.417 -0.962 -2.029 -1.64 2.00 0.08 -0.132
H -0.359 1.210 -1.322 -1.61 0.65 -1.64 -0.358
H -1.545 2.319 -2.448 0.67 -2.12 0.97 -0.294
H -0.291 0.000 -4.116 0.16 1.70 1.15 0.368
H -0.211 1.863 -4.376 0.64 -1.71 1.86 0.330
H 1.548 0.360 -1.948 -0.23 1.44 -2.13 0.256
H 2.081 0.183 -3.754 -0.98 1.49 1.53 0.378
H 2.768 2.494 -0.826 0.74 -0.35 -2.50 0.252
H 3.927 1.445 -1.963 -1.39 1.61 0.17 0.295
H 3.843 3.325 -2.201 -1.47 -2.27 0.85 0.319
H 4.145 1.559 -5.826 0.17 0.95 2.47 0.160
H 4.903 2.910 -4.720 -1.33 -1.97 0.20 0.305
H 4.588 1.102 -4.011 -0.85 2.05 -1.33 0.266
H -4.978 0.984 -0.098 2.70 -0.36 0.35 0.602
H -2.893 4.266 -1.577 -1.64 -1.74 0.93 0.269
H -3.933 2.797 -2.148 0.19 1.42 1.63 0.199
H -4.689 4.183 -1.014 1.93 -1.75 -0.26 0.380
H -0.946 2.060 0.832 -0.97 1.03 -0.15 0.303
H -4.828 -0.830 1.248 2.46 1.10 0.03 0.180
H -4.341 1.307 2.703 1.71 -2.29 -0.19 0.559
H -4.362 -0.399 3.452 1.51 1.28 -1.81 -0.128
H 0.417 0.149 4.544 -1.93 0.92 1.28 0.061
H -0.581 1.508 5.576 -0.01 -1.98 -1.09 0.176
H -0.300 -0.218 6.251 -0.54 1.18 -2.33 0.094
H -3.296 -1.646 5.158 1.08 1.83 1.11 0.024
H -2.257 -1.130 6.644 -0.50 1.04 -2.17 0.238
H -3.565 0.072 5.890 1.78 -1.48 -0.28 0.206
H -2.937 -2.054 1.917 -0.21 -0.18 -1.49 0.236
H -0.809 -1.463 -0.054 -1.46 -0.09 1.30 0.863
H -1.359 -0.044 1.022 -0.01 -2.70 -0.22 -1.122
H -4.750 -4.316 -0.476 0.20 2.33 1.59 0.392
H -5.806 -2.910 0.165 2.61 -0.77 0.17 0.622
H -3.752 -3.997 2.398 -1.54 0.12 -1.36 0.315
H -4.602 -6.230 0.797 -1.12 1.09 1.72 0.267
H -6.280 -5.869 1.771 2.61 0.42 -0.47 0.369
H -4.646 -6.143 2.711 -1.06 0.81 -2.19 0.311
H -3.109 -4.533 -1.887 0.10 0.85 1.30 0.088
H -1.976 -6.533 1.419 0.36 1.52 -0.17 0.311
H -1.453 -6.218 -1.677 1.63 -0.51 1.47 0.328
C 0.589 5.322 -2.923 0.17 -0.10 0.01 -0.244
O 0.211 5.774 -1.636 -0.23 -0.14 0.65 -0.583
H 0.642 6.179 -3.599 -0.07 -0.07 0.18 0.393
H 1.570 4.843 -2.869 -0.15 -0.04 -0.32 0.023
H -0.155 4.613 -3.295 0.18 -0.10 -0.28 0.105
H 0.172 4.993 -1.059 0.00 0.46 -0.25 0.312
C 6.857 2.974 -0.456 0.10 0.17 0.14 -0.599
O 5.679 3.482 -1.054 -0.11 0.50 0.18 -0.435
H 7.120 2.028 -0.936 -0.12 0.16 0.01 0.222
H 7.673 3.688 -0.591 0.18 -0.18 0.11 0.246
H 6.682 2.803 0.609 0.24 -0.11 0.03 0.285
H 5.470 4.320 -0.608 0.06 -0.43 -0.30 0.265
C 6.397 -0.094 -7.593 -0.05 -0.06 -0.32 -0.623
O 5.234 0.711 -7.537 -0.51 0.21 -0.09 -0.447
H 6.981 0.061 -6.683 -0.15 0.03 -0.06 0.292
H 6.109 -1.146 -7.663 0.23 -0.09 0.01 0.317
H 6.997 0.190 -8.461 0.15 -0.20 0.07 0.180
H 4.736 0.552 -8.357 0.39 -0.07 0.30 0.301
C 3.470 0.610 4.888 0.01 -0.20 0.08 -0.419
O 3.092 1.061 6.176 -0.16 -0.18 0.53 -0.496
H 3.523 1.466 4.213 -0.04 -0.08 0.19 0.208
H 4.451 0.131 4.943 0.02 -0.04 -0.27 0.329
H 2.726 -0.099 4.517 0.13 -0.05 -0.27 0.108
H 3.053 0.280 6.753 0.01 0.51 -0.28 0.270
C 9.107 2.250 -8.322 0.29 0.15 -0.02 -0.339
O 8.975 1.550 -9.545 0.14 -0.07 -0.61 -0.516
H 8.407 1.831 -7.595 0.12 0.05 -0.19 0.006
H 10.127 2.140 -7.946 -0.13 0.16 0.25 0.277
H 8.877 3.307 -8.479 0.02 0.07 0.27 0.278
H 9.608 1.943 -10.169 -0.42 -0.31 0.32 0.288
C 0.463 -1.761 8.959 0.15 -0.04 0.17 -0.575
O -0.715 -1.253 8.361 -0.48 0.49 0.01 -0.444
H 0.726 -2.706 8.479 -0.14 0.18 -0.02 0.157
H 1.279 -1.046 8.823 0.16 -0.13 0.12 0.238
H 0.288 -1.932 10.024 0.23 -0.07 0.02 0.305
H -0.924 -0.415 8.807 0.04 -0.43 -0.28 0.264
C -6.841 0.193 5.110 -0.25 0.11 0.39 -0.414
O -5.827 1.003 4.544 0.24 0.65 0.09 -0.358
H -6.885 -0.754 4.566 0.08 0.22 0.03 -0.089
H -6.608 -0.004 6.159 -0.20 -0.19 0.02 0.242
H -7.804 0.702 5.029 -0.11 -0.22 0.07 0.318
H -5.812 1.835 5.047 0.04 -0.41 -0.30 0.260
C -5.881 -2.909 7.566 0.09 -0.08 0.23 -0.368
O -5.807 -1.671 8.249 0.18 0.23 0.39 -0.501
H -6.305 -2.743 6.574 0.05 0.07 0.15 0.034
H -4.878 -3.331 7.465 -0.06 -0.22 -0.16 0.227
H -6.522 -3.596 8.124 0.01 -0.19 -0.21 0.348
H -5.426 -1.850 9.125 -0.24 0.22 -0.48 0.288
C 2.297 -4.989 5.916 0.02 -0.12 -0.21 -0.607
O 1.135 -4.183 5.972 -0.57 0.18 -0.25 -0.333
H 2.881 -4.834 6.826 -0.17 0.03 -0.12 0.229
H 2.010 -6.041 5.845 0.27 -0.08 0.03 0.292
H 2.897 -4.705 5.048 0.19 -0.16 0.07 0.256
H 0.637 -4.342 5.152 0.36 0.14 0.55 0.212
C -2.378 4.329 5.447 0.22 0.21 -0.19 -0.367
O -1.454 3.720 6.331 0.53 -0.03 0.23 -0.510
H -3.344 3.828 5.543 0.17 0.00 0.06 0.059
H -2.491 5.384 5.707 -0.21 0.03 -0.14 0.344
H -2.019 4.232 4.420 -0.26 0.05 -0.08 0.162
H -0.607 4.186 6.225 -0.44 -0.32 0.12 0.294
C 4.098 -1.100 -11.292 -0.16 -0.05 -0.13 -0.557
O 4.416 -0.135 -10.306 -0.26 0.65 0.39 -0.506
H 4.848 -1.893 -11.267 -0.08 0.21 0.07 0.222
H 3.113 -1.525 -11.082 0.03 -0.17 -0.19 0.259
H 4.100 -0.629 -12.278 -0.02 -0.21 -0.08 0.247
H 3.733 0.556 -10.351 0.41 -0.31 -0.06 0.271
C 9.234 3.941 -4.708 0.15 0.05 0.13 -0.455
O 10.337 3.425 -5.429 0.53 -0.09 0.07 -0.483
H 8.333 3.840 -5.318 0.20 -0.02 0.02 0.141
H 9.108 3.379 -3.780 -0.24 0.12 0.09 0.228
H 9.404 4.998 -4.487 -0.26 0.04 0.11 0.303
H 11.122 3.528 -4.863 -0.40 -0.10 -0.42 0.282
```
Positions in Å, forces in eV/Å.

Properties
orbital gap	7.21	eV
highest occupied orbital energy	-0.380	Ha
total charge	+1
DFT total energy	-132382.1099	eV
max |F|	0.1886	Eh/bohr

=====

Q: The highest orbital gap belongs to which entry?
A: C35H92N6Na3O13P